{
  "formula": "C4H11OS",
  "method": "the ωB97M-V functional and the def2-TZVPD basis",
  "elements": ["S", "H", "C", "H", "H", "H", "C", "H", "H", "C", "C", "H", "H", "O", "H", "H", "H"],
  "positions_angstrom": [[0.250, 1.793, -3.292], [-1.276, -2.938, 2.350], [0.144, 1.055, -1.611], [-0.128, 2.855, -0.446], [-1.420, -0.937, 0.632], [-0.537, -2.374, 0.182], [0.576, 2.020, -0.512], [1.568, 2.430, -0.713], [0.693, 0.125, -1.504], [-0.482, -1.495, 0.883], [-0.615, -2.064, 2.321], [-0.922, 0.850, -1.525], [0.398, -2.286, 2.658], [0.620, -0.729, 0.721], [-1.003, -1.270, 2.965], [1.545, 1.492, -3.539], [0.589, 1.473, 0.431]],
  "charge": -1,
  "lumo_ev": 3.2,
  "e_homo_ha": -0.0933,
  "de_lowest_kj_mol": 146.2
}